Formula: C3H11NO4
Source: the Open Molecules 2025 dataset
Level of theory: wB97M-V/def2-TZVPD

As for the spin multiplicity: 2. For the gap between HOMO and LUMO (alpha / beta), the calculation gives 6.78 / 6.64 eV. Its calculated total energy is -476.51778 hartree. For the largest force on an atom, the calculation gives 4.260 eV/Å. The charge is -1. Its HOMO energy (alpha / beta) is -3.6 / -3.6 eV. The calculation puts the energy above the lowest of the compared OMol25 structures with the same formula, charge and spin at 157.1 kJ/mol. Its expectation value of S² is 0.754.

Last column: Löwdin spin population.
Element x y z (Å)
C (0.5148, 0.6395, -0.1310)  0.102
N (0.7091, 1.7143, 0.8014)  0.750
C (-2.8868, 0.3333, -1.8235)  0.000
O (-3.4565, -0.1212, -0.8889)  0.000
O (-1.7525, -0.1560, -2.4246)  0.001
C (-0.4092, -0.3953, 0.5183)  0.011
H (1.4561, 0.0405, -0.1536)  0.046
H (0.3407, 0.9642, -1.1608)  0.010
H (1.1119, 2.5444, 0.3713)  0.025
H (-3.2688, 1.2536, -2.2931)  0.000
H (-0.6823, -1.3124, -0.0107)  0.000
H (0.0976, -0.7009, 1.4278)  0.000
H (-1.4087, 0.0020, 0.7367)  0.001
H (-1.6344, -0.3108, -1.4466)  0.000
H (1.7257, 0.6696, 1.9615)  0.004
O (2.3260, -0.0282, 2.2448)  0.024
H (2.8290, -2.5263, 0.2918)  0.000
H (2.2248, -0.7578, 1.5351)  0.000
O (2.1636, -1.8525, 0.4443)  0.025



Formula: C37H33N6O9RbS
Source: the Open Molecules 2025 dataset
Level of theory: wB97M-V/def2-TZVPD

For the gap between HOMO and LUMO, the calculation gives 5.10 eV. Its calculated total energy is -2857.87346 hartree. For the largest force on an atom, the calculation gives 3.493 eV/Å. The charge is -2. Its HOMO energy is -1.5 eV. The calculation puts the energy above the lowest of the compared OMol25 structures with the same formula, charge and spin at 71.3 kJ/mol.

Last column: Mulliken charge in e.
Element x y z (Å)
Rb (-1.6786, 0.2243, 0.9077)  1.665
O (-1.9721, -3.2907, 3.6800)  -0.904
C (-2.0290, -2.4850, 2.7390)  -0.378
O (-1.7253, -1.2819, 2.7658)  -0.899
C (-2.3455, -3.1693, 1.3489)  -0.022
C (-1.0299, -3.1309, 0.5547)  -0.031
C (-1.0762, -4.1950, -0.5720)  -1.048
C (-1.9197, -3.4546, -1.6243)  -0.930
C (-2.3145, -2.1903, -0.8286)  -0.421
O (-1.1041, -1.9107, -0.1537)  -0.405
C (-3.3136, -2.6209, 0.2674)  0.468
C (-4.4487, -1.6571, 0.6530)  1.064
O (-5.4338, -2.1276, 1.2527)  -0.959
O (-4.8926, -0.9239, -0.7401)  -0.633
H (-2.6284, -4.1937, 1.6116)  0.364
H (-0.1353, -3.1644, 1.1794)  0.603
H (-1.5404, -5.1226, -0.2336)  0.395
H (-0.0720, -4.4234, -0.9379)  0.271
H (-2.7818, -4.0215, -1.9697)  0.422
H (-1.3102, -3.1736, -2.4867)  0.376
H (-2.6478, -1.3486, -1.4354)  0.348
H (-3.9091, -3.4590, -0.1174)  0.545
O (-1.3998, 4.9154, -0.7743)  -0.518
C (-1.7559, 3.6986, -0.2761)  0.207
O (-1.0994, 3.2049, 0.6170)  -0.451
C (-3.0405, 3.1818, -0.7722)  0.260
C (-3.8004, 3.8359, -1.7421)  -0.667
C (-4.9691, 3.2317, -2.1650)  -0.505
C (-5.3467, 2.0208, -1.6030)  -0.815
C (-4.5545, 1.4812, -0.5918)  -0.172
N (-3.4420, 2.0558, -0.1861)  0.154
C (-4.9444, 0.1872, 0.0922)  0.111
O (-6.2248, 0.3423, 0.6390)  -0.780
O (-4.0556, -0.2740, 1.0728)  -0.551
H (-0.5251, 5.1085, -0.4055)  0.340
H (-3.4516, 4.7673, -2.1588)  0.489
H (-5.5815, 3.7011, -2.9281)  0.380
H (-6.2297, 1.4918, -1.9183)  0.474
H (-6.3448, -0.5420, 1.0722)  0.571
C (1.1040, 1.2558, 3.9344)  -1.353
N (0.5383, -0.0184, 4.3050)  -0.104
C (1.4352, -1.1128, 4.5889)  -0.974
C (2.6004, -1.3356, 3.6782)  0.465
N (2.6131, -1.3067, 2.3848)  -0.046
C (3.9018, -1.5407, 1.9987)  0.467
C (4.4629, -1.5799, 0.7294)  -0.607
C (5.8102, -1.8619, 0.6313)  -0.765
C (6.5918, -2.0991, 1.7622)  -0.334
C (6.0593, -2.0396, 3.0384)  -1.053
C (4.7107, -1.7500, 3.1445)  0.398
N (3.8556, -1.5947, 4.2046)  -0.093
C (1.6581, 1.3799, 2.5450)  -0.052
N (1.1596, 0.8519, 1.4773)  1.014
C (1.9737, 1.2171, 0.4392)  0.228
C (1.9356, 0.8853, -0.9082)  -0.339
C (2.9076, 1.4204, -1.7302)  -0.885
C (3.9055, 2.2639, -1.2420)  -0.588
C (3.9781, 2.5891, 0.1005)  -1.196
C (3.0105, 2.0460, 0.9283)  0.339
N (2.7957, 2.1170, 2.2843)  0.061
H (1.8958, 1.5195, 4.6537)  0.532
H (0.2908, 1.9892, 4.0235)  0.229
H (-0.1892, -0.3024, 3.6436)  0.322
H (0.8187, -2.0172, 4.5922)  0.284
H (1.8391, -0.9799, 5.6094)  0.334
H (3.8527, -1.3886, -0.1369)  0.530
H (6.2778, -1.9030, -0.3437)  0.388
H (7.6408, -2.3329, 1.6367)  0.361
H (6.6763, -2.2131, 3.9103)  0.365
H (4.0830, -1.7095, 5.1778)  0.220
H (1.1612, 0.2384, -1.2844)  0.688
H (2.8833, 1.1955, -2.7862)  0.483
H (4.6390, 2.6696, -1.9272)  0.389
H (4.7566, 3.2340, 0.4893)  0.398
H (3.3257, 2.6635, 2.9412)  0.210
S (-0.8175, 2.0738, -2.2723)  0.003
C (-0.3703, 1.8015, -3.9149)  0.070
C (0.3847, 2.7168, -4.6647)  -0.516
C (0.7671, 2.4356, -5.9595)  -0.504
C (0.4134, 1.2360, -6.5606)  -0.430
C (-0.3364, 0.3194, -5.8352)  -0.561
C (-0.7196, 0.5937, -4.5422)  -0.453
H (0.6672, 3.6517, -4.2018)  0.342
H (1.3533, 3.1586, -6.5184)  0.319
H (0.7055, 1.0168, -7.5806)  0.334
H (-0.6274, -0.6187, -6.2946)  0.361
H (-1.3062, -0.1226, -3.9845)  0.301



Formula: C18H11FO8S
Source: the Open Molecules 2025 dataset
Level of theory: wB97M-V/def2-TZVPD

For the gap between HOMO and LUMO, the calculation gives 7.30 eV. As for the SMILES: O=C1C=CC(=O)C(S(=O)(=O)F)=C1.O=C1C=CC(=O)C=C1.O=C1C=CC(=O)C=C1. Its calculated total energy is -1792.09375 hartree. For the largest force on an atom, the calculation gives 8.945 eV/Å. Its HOMO energy is -10.0 eV.

Last column: Mulliken charge in e.
Element x y z (Å)
O (-3.9500, -0.1678, -2.9174)  -0.478
C (-2.8517, -0.3606, -2.1817)  0.274
C (-1.3028, -0.4419, -2.8131)  -0.214
C (-0.1919, 0.2942, -2.0851)  -0.239
C (-0.7041, 1.1328, -0.7314)  0.134
O (-0.3302, 2.3938, -0.4695)  -0.487
C (-1.7728, 0.2710, 0.2265)  0.176
S (-1.6506, 0.1892, 2.1056)  1.231
O (-2.9952, -0.3182, 2.7377)  -0.514
O (-1.1611, 1.5133, 2.7486)  -0.468
F (-0.4201, -1.0069, 2.4433)  -0.322
C (-2.8771, -0.4655, -0.5109)  -0.193
H (-1.0788, -1.0932, -3.7588)  0.391
H (0.9364, 0.2700, -2.4422)  0.349
H (-3.6675, -1.0996, 0.0802)  0.361
O (-2.0372, 0.3705, 8.2080)  -0.548
C (-1.2433, -0.3463, 7.6143)  0.237
C (-1.2117, -0.3986, 6.1394)  -0.115
C (-0.3454, -1.1836, 5.4916)  -0.251
C (0.6179, -2.0308, 6.2226)  0.258
O (1.4118, -2.7475, 5.6289)  -0.557
C (0.5862, -1.9785, 7.6976)  -0.413
C (-0.2801, -1.1934, 8.3453)  -0.383
H (-1.9240, 0.2292, 5.6175)  0.436
H (-0.3094, -1.2343, 4.4103)  0.540
H (1.2985, -2.6063, 8.2194)  0.407
H (-0.3161, -1.1427, 9.4267)  0.406
O (3.9163, 2.7652, -7.5972)  -0.540
C (3.1794, 1.9973, -6.9940)  0.329
C (3.7144, 0.8156, -6.2892)  -0.347
C (2.9083, -0.0240, -5.6323)  -0.327
C (1.4490, 0.1947, -5.5816)  0.367
O (0.7121, -0.5732, -4.9784)  -0.510
C (0.9140, 1.3764, -6.2864)  -0.308
C (1.7202, 2.2160, -6.9433)  -0.363
H (4.7869, 0.6694, -6.3351)  0.402
H (3.2842, -0.8957, -5.1108)  0.431
H (-0.1585, 1.5226, -6.2405)  0.438
H (1.3442, 3.0877, -7.4648)  0.406